No. 1
{
  "formula": "C7H15NO2",
  "method": "wB97M-V/def2-TZVPD",
  "smiles": "CC(C)(C)[C@@H](O)CNC=O",
  "charge": 0,
  "molar_mass_g_mol": 145.202,
  "relative_energy_ev": 0.494,
  "fmax_ev_per_a": 3.34,
  "homo_energy_ev": -9.82,
  "elements": ["C", "C", "C", "C", "C", "C", "N", "C", "O", "O", "H", "H", "H", "H", "H", "H", "H", "H", "H", "H", "H", "H", "H", "H", "H"],
  "coordinates": [[0.897624, 0.341495, -0.710402], [-0.226109, -0.478439, -0.026850], [-0.909132, 0.258059, 1.148354], [1.980928, 0.699899, 0.308976], [1.509038, -0.536872, -1.808044], [0.335576, 1.610045, -1.358488], [-2.299591, -0.138496, 1.325077], [-2.675437, -1.408834, 1.703995], [0.328875, -1.691628, 0.417256], [-1.928346, -2.302824, 2.006203], [-0.322234, -2.139664, 0.985279], [-3.008277, 0.511895, 1.023223], [-1.003302, -0.678922, -0.787921], [-0.889705, 1.336429, 1.007095], [-0.360170, 0.010932, 2.062007], [-3.773031, -1.276798, 1.853099], [2.828245, 1.162490, -0.192854], [1.606353, 1.393871, 1.058635], [2.323702, -0.202715, 0.807748], [1.876181, -1.463726, -1.378131], [2.334719, -0.018655, -2.290766], [0.763283, -0.779521, -2.562592], [1.111039, 2.086123, -1.954786], [-0.001509, 2.334409, -0.620072], [-0.498721, 1.371449, -2.016041]],
  "forces_ev_per_angstrom": [[0.0, -0.2, 0.0], [-0.1, 0.5, -0.1], [0.2, -0.3, -0.2], [-0.2, -0.1, -0.1], [-0.1, 0.0, 0.3], [0.0, -0.2, 0.2], [0.6, -0.8, -0.1], [-0.8, 3.2, 0.3], [0.0, -0.3, 0.1], [0.0, -0.6, -0.2], [0.1, 0.1, -0.1], [-0.1, -0.3, 0.1], [0.1, 0.1, 0.1], [0.0, 0.0, 0.0], [0.0, 0.1, -0.1], [0.1, -1.4, 0.0], [0.1, 0.1, 0.0], [0.0, 0.1, 0.1], [0.1, 0.0, 0.1], [0.1, -0.1, 0.0], [0.1, 0.1, -0.1], [-0.1, 0.0, -0.1], [0.1, 0.1, -0.1], [0.0, 0.1, 0.1], [-0.1, 0.0, -0.1]]
}

***

No. 2
{
  "formula": "C7H15NO2S2",
  "method": "wB97M-V/def2-TZVPD",
  "charge": 0,
  "molar_mass_g_mol": 209.336,
  "relative_energy_ev": 6.179,
  "fmax_ev_per_a": 4.84,
  "homo_energy_ev": [-8.80, -8.81],
  "elements": ["C", "C", "C", "C", "C", "C", "C", "N", "O", "O", "S", "S", "H", "H", "H", "H", "H", "H", "H", "H", "H", "H", "H", "H", "H", "H", "H"],
  "coordinates": [[-0.257890, -2.984268, -0.792912], [-1.462536, -1.988847, -0.598070], [0.933246, -2.425102, 0.021189], [-1.021453, -0.509646, -0.809797], [1.387787, -0.988754, -0.254089], [0.117250, -0.149301, 0.021248], [0.330289, 4.159651, 1.240451], [-1.115379, 1.563174, 1.619583], [1.885210, 1.812980, 0.125349], [0.652701, 1.569285, -1.906611], [-0.636437, 3.225640, 0.005247], [0.647925, 1.488681, -0.489052], [-0.303764, -3.933986, -0.240005], [0.013548, -3.071718, -1.893856], [-2.271645, -2.345104, -1.263535], [-1.842157, -2.155616, 0.437538], [0.670701, -2.432111, 1.057197], [1.825965, -2.987127, -0.098091], [-0.865839, -0.485319, -1.903952], [-1.864484, 0.006699, -0.621098], [2.107341, -0.916169, 0.575296], [1.775799, -0.639686, -1.236403], [-0.081120, -0.098524, 1.060994], [1.093976, 4.822324, 0.709435], [0.899065, 3.335797, 1.666588], [-0.381964, 4.670011, 2.018339], [-2.236139, 1.457037, 1.549017]],
  "forces_ev_per_angstrom": [[1.0, 1.2, 0.3], [0.6, -1.9, 0.7], [-0.1, 0.8, -2.1], [0.0, -4.2, -2.3], [-0.8, 0.2, 0.7], [2.1, 0.6, -0.5], [0.2, 0.4, 0.0], [-3.0, 1.1, -0.2], [1.0, 0.1, 1.5], [-0.7, -0.5, -1.4], [-0.8, -1.2, 1.0], [0.4, 1.9, 0.0], [-1.1, -0.2, -1.0], [-0.4, -0.2, 1.4], [0.2, 0.8, 0.2], [0.2, 0.3, -0.5], [-0.2, -0.2, 0.8], [0.6, -1.1, -0.1], [0.5, 0.6, 0.5], [-2.7, 2.4, 0.7], [0.1, 1.1, -0.7], [0.1, -1.1, 0.5], [-0.3, -0.1, 0.7], [-1.4, -0.6, 0.8], [0.1, 0.3, 0.7], [1.5, -1.0, -1.7], [2.7, 0.5, 0.0]]
}

***

No. 3
{
  "formula": "C7H15NO5P",
  "method": "wB97M-V/def2-TZVPD",
  "charge": -1,
  "molar_mass_g_mol": 224.173,
  "fmax_ev_per_a": 5.37,
  "homo_energy_ev": -2.62,
  "elements": ["C", "C", "O", "C", "O", "C", "C", "P", "N", "O", "O", "H", "H", "H", "H", "H", "H", "H", "H", "H", "H", "C", "C", "O", "H", "H", "H", "H", "H"],
  "coordinates": [[1.468205, 0.549769, 0.414884], [1.721705, -0.808962, -0.373833], [2.695860, -1.689370, 0.273698], [2.584167, -2.931847, -0.454840], [3.454559, -3.587956, -1.037859], [0.983016, -3.190419, -0.340982], [0.541905, -1.732229, -0.911889], [-1.268543, -1.413732, -0.566878], [-2.009724, -1.381441, -2.001768], [-1.636865, 0.047681, 0.197073], [-1.960584, -2.716916, 0.301149], [1.040366, 0.299781, 1.444860], [2.485690, 1.079567, 0.500268], [0.780959, 1.223352, -0.205695], [2.325147, -0.453759, -1.293515], [0.588034, -4.110798, -0.878758], [0.855866, -3.185895, 0.790528], [0.652818, -1.766748, -2.040662], [-2.491499, -0.481845, -2.127209], [-1.776783, 0.782770, -0.439260], [-1.577158, -2.682229, 1.209539], [-1.575527, 2.884907, 0.930492], [-0.755170, 4.190543, 0.944507], [0.108673, 4.141380, -0.073604], [-0.937415, 2.007721, 1.057358], [-2.301552, 2.885033, 1.757967], [-2.143097, 2.770383, -0.002200], [-0.344306, 4.263164, 1.975244], [-1.508748, 5.008096, 0.951384]],
  "forces_ev_per_angstrom": [[0.4, -1.0, 0.0], [1.0, 1.9, -1.4], [0.3, -1.6, -1.4], [-0.3, -1.0, -0.4], [-2.6, 2.6, 2.4], [1.7, 1.0, -0.2], [0.8, -1.7, 0.9], [-3.8, 1.6, -3.5], [1.4, 0.0, 1.8], [1.1, -2.8, 0.0], [2.3, 2.6, 0.3], [0.5, 0.7, -1.4], [-1.6, -0.8, 0.0], [0.9, -0.9, 1.1], [-1.3, -0.5, 1.0], [0.5, 1.4, 0.8], [-0.2, -0.4, -1.5], [-0.8, 0.1, 1.4], [0.1, -0.7, 0.1], [0.3, -0.5, 0.4], [-0.5, -0.3, -0.5], [-0.5, 0.0, 0.9], [-0.4, -1.2, -0.7], [0.6, 0.6, -0.1], [0.1, 0.4, 0.1], [-0.2, -0.2, 0.0], [0.1, 0.2, -0.1], [0.5, 0.0, 0.3], [-0.2, 0.4, -0.3]]
}

***

No. 4
{
  "formula": "C7H15NOSi",
  "method": "wB97M-V/def2-TZVPD",
  "charge": 0,
  "s2": 2.0085,
  "molar_mass_g_mol": 157.289,
  "relative_energy_ev": 0.000,
  "spin_multiplicity": 3,
  "fmax_ev_per_a": 6.66,
  "homo_energy_ev": [-6.36, -10.26],
  "elements": ["C", "C", "C", "C", "C", "C", "C", "N", "O", "Si", "H", "H", "H", "H", "H", "H", "H", "H", "H", "H", "H", "H", "H", "H", "H"],
  "coordinates": [[-0.977948, -0.964450, 0.690928], [-0.929905, 0.613591, 0.693673], [-1.744546, -2.808081, -0.938823], [0.702807, 1.567119, -1.768905], [2.191118, -0.042339, 0.568795], [0.993199, 2.753284, 1.286127], [-1.664225, -1.288063, -0.589000], [-0.518317, -1.959713, 1.348670], [-1.871893, 1.319333, 0.940235], [0.804294, 1.174902, 0.144042], [-1.054552, -2.963029, -1.774296], [-1.565463, -3.291210, 0.093764], [-2.743564, -2.840292, -1.190769], [-0.259581, 2.036550, -1.917352], [1.416604, 2.140527, -2.111762], [0.630127, 0.551501, -2.204252], [3.136581, -0.162297, -0.092791], [2.542841, -0.131051, 1.622634], [1.799772, -1.004942, 0.445659], [1.813900, 2.402590, 1.965293], [1.179949, 3.712357, 0.930111], [0.008571, 2.685747, 1.823686], [-1.176008, -0.781884, -1.421539], [-2.756375, -0.882378, -0.654473], [0.042612, -1.837773, 2.110343]],
  "forces_ev_per_angstrom": [[-0.2, -1.3, -0.4], [4.0, -3.1, 0.8], [1.6, 1.5, 2.6], [-4.0, -4.2, 3.4], [1.8, -0.1, -0.2], [-0.7, -3.5, 1.0], [-2.4, -0.4, -1.4], [-1.8, 1.7, -2.8], [-2.7, 1.8, 0.4], [1.0, 2.4, -0.2], [-0.2, -0.8, 0.5], [0.0, 0.0, -2.3], [-2.0, -1.3, -1.0], [-0.3, 0.2, -0.1], [3.9, 2.7, -1.9], [0.3, 0.6, -0.3], [-1.5, 1.0, 0.9], [-0.3, 0.8, -0.6], [-1.0, -1.8, -0.4], [-0.7, 0.7, -0.3], [0.3, 1.5, -0.8], [1.1, 0.5, -0.2], [0.2, 0.3, 0.2], [1.9, -0.2, 0.6], [1.7, 1.0, 2.7]]
}

***

What did the third record say?
{
  "formula": "C7H15NO5P",
  "method": "wB97M-V/def2-TZVPD",
  "charge": -1,
  "molar_mass_g_mol": 224.173,
  "fmax_ev_per_a": 5.37,
  "homo_energy_ev": -2.62,
  "elements": ["C", "C", "O", "C", "O", "C", "C", "P", "N", "O", "O", "H", "H", "H", "H", "H", "H", "H", "H", "H", "H", "C", "C", "O", "H", "H", "H", "H", "H"],
  "coordinates": [[1.468205, 0.549769, 0.414884], [1.721705, -0.808962, -0.373833], [2.695860, -1.689370, 0.273698], [2.584167, -2.931847, -0.454840], [3.454559, -3.587956, -1.037859], [0.983016, -3.190419, -0.340982], [0.541905, -1.732229, -0.911889], [-1.268543, -1.413732, -0.566878], [-2.009724, -1.381441, -2.001768], [-1.636865, 0.047681, 0.197073], [-1.960584, -2.716916, 0.301149], [1.040366, 0.299781, 1.444860], [2.485690, 1.079567, 0.500268], [0.780959, 1.223352, -0.205695], [2.325147, -0.453759, -1.293515], [0.588034, -4.110798, -0.878758], [0.855866, -3.185895, 0.790528], [0.652818, -1.766748, -2.040662], [-2.491499, -0.481845, -2.127209], [-1.776783, 0.782770, -0.439260], [-1.577158, -2.682229, 1.209539], [-1.575527, 2.884907, 0.930492], [-0.755170, 4.190543, 0.944507], [0.108673, 4.141380, -0.073604], [-0.937415, 2.007721, 1.057358], [-2.301552, 2.885033, 1.757967], [-2.143097, 2.770383, -0.002200], [-0.344306, 4.263164, 1.975244], [-1.508748, 5.008096, 0.951384]],
  "forces_ev_per_angstrom": [[0.4, -1.0, 0.0], [1.0, 1.9, -1.4], [0.3, -1.6, -1.4], [-0.3, -1.0, -0.4], [-2.6, 2.6, 2.4], [1.7, 1.0, -0.2], [0.8, -1.7, 0.9], [-3.8, 1.6, -3.5], [1.4, 0.0, 1.8], [1.1, -2.8, 0.0], [2.3, 2.6, 0.3], [0.5, 0.7, -1.4], [-1.6, -0.8, 0.0], [0.9, -0.9, 1.1], [-1.3, -0.5, 1.0], [0.5, 1.4, 0.8], [-0.2, -0.4, -1.5], [-0.8, 0.1, 1.4], [0.1, -0.7, 0.1], [0.3, -0.5, 0.4], [-0.5, -0.3, -0.5], [-0.5, 0.0, 0.9], [-0.4, -1.2, -0.7], [0.6, 0.6, -0.1], [0.1, 0.4, 0.1], [-0.2, -0.2, 0.0], [0.1, 0.2, -0.1], [0.5, 0.0, 0.3], [-0.2, 0.4, -0.3]]
}

***

What did the first record say?
{
  "formula": "C7H15NO2",
  "method": "wB97M-V/def2-TZVPD",
  "smiles": "CC(C)(C)[C@@H](O)CNC=O",
  "charge": 0,
  "molar_mass_g_mol": 145.202,
  "relative_energy_ev": 0.494,
  "fmax_ev_per_a": 3.34,
  "homo_energy_ev": -9.82,
  "elements": ["C", "C", "C", "C", "C", "C", "N", "C", "O", "O", "H", "H", "H", "H", "H", "H", "H", "H", "H", "H", "H", "H", "H", "H", "H"],
  "coordinates": [[0.897624, 0.341495, -0.710402], [-0.226109, -0.478439, -0.026850], [-0.909132, 0.258059, 1.148354], [1.980928, 0.699899, 0.308976], [1.509038, -0.536872, -1.808044], [0.335576, 1.610045, -1.358488], [-2.299591, -0.138496, 1.325077], [-2.675437, -1.408834, 1.703995], [0.328875, -1.691628, 0.417256], [-1.928346, -2.302824, 2.006203], [-0.322234, -2.139664, 0.985279], [-3.008277, 0.511895, 1.023223], [-1.003302, -0.678922, -0.787921], [-0.889705, 1.336429, 1.007095], [-0.360170, 0.010932, 2.062007], [-3.773031, -1.276798, 1.853099], [2.828245, 1.162490, -0.192854], [1.606353, 1.393871, 1.058635], [2.323702, -0.202715, 0.807748], [1.876181, -1.463726, -1.378131], [2.334719, -0.018655, -2.290766], [0.763283, -0.779521, -2.562592], [1.111039, 2.086123, -1.954786], [-0.001509, 2.334409, -0.620072], [-0.498721, 1.371449, -2.016041]],
  "forces_ev_per_angstrom": [[0.0, -0.2, 0.0], [-0.1, 0.5, -0.1], [0.2, -0.3, -0.2], [-0.2, -0.1, -0.1], [-0.1, 0.0, 0.3], [0.0, -0.2, 0.2], [0.6, -0.8, -0.1], [-0.8, 3.2, 0.3], [0.0, -0.3, 0.1], [0.0, -0.6, -0.2], [0.1, 0.1, -0.1], [-0.1, -0.3, 0.1], [0.1, 0.1, 0.1], [0.0, 0.0, 0.0], [0.0, 0.1, -0.1], [0.1, -1.4, 0.0], [0.1, 0.1, 0.0], [0.0, 0.1, 0.1], [0.1, 0.0, 0.1], [0.1, -0.1, 0.0], [0.1, 0.1, -0.1], [-0.1, 0.0, -0.1], [0.1, 0.1, -0.1], [0.0, 0.1, 0.1], [-0.1, 0.0, -0.1]]
}

***

- Which formula does entry 2 have?
  C7H15NO2S2